The following is a quantum chemistry calculation of 13 unconnected molecules or ions with the total composition C81H181N7O13 in a non-equilibrium geometry, from the Open Molecules 2025 dataset.

```
282
Properties=species:S:1:pos:R:3:forces:R:3
C 22.85194 15.68248 20.30024 -0.234 -1.603 -1.126
C 23.82302 14.53979 20.46385 1.037 -0.849 0.336
C 25.08938 15.04460 21.16124 0.071 -0.128 0.068
C 24.88352 15.32256 22.63037 -0.014 0.812 1.293
C 24.46110 14.02774 23.33832 0.141 0.623 0.105
C 23.26648 13.32330 22.67710 -1.077 -0.888 0.913
N 23.45602 13.31787 21.24052 -0.341 0.044 -0.873
O 22.41758 12.57769 20.58086 0.258 0.561 0.173
C 23.17753 11.82724 23.15335 1.168 1.808 0.840
C 21.91836 13.96667 23.12450 0.364 -0.017 -0.983
C 24.25087 13.98120 19.09970 -0.052 0.281 0.692
H 23.13911 16.22132 19.42442 0.527 0.715 -0.327
H 22.82192 16.32465 21.13114 -0.401 0.852 1.086
H 21.91308 15.26794 19.98407 -1.007 -0.066 0.452
H 25.86076 14.29226 20.99894 0.119 -0.237 0.365
H 25.47640 15.91459 20.67553 -0.062 0.751 -0.467
H 24.17819 16.17342 22.87058 0.194 -0.975 -0.694
H 25.79611 15.73112 23.12991 -0.261 -0.593 -0.537
H 24.28562 14.27428 24.39940 -0.255 -0.428 -0.311
H 25.31626 13.35422 23.30448 0.059 -0.156 -0.014
H 22.57470 11.86063 24.03196 -0.329 -0.193 0.993
H 22.62287 11.27347 22.46291 -0.423 -1.022 -1.240
H 24.14775 11.39183 23.43803 -0.287 0.059 -0.511
H 21.02195 13.51411 22.67474 0.399 -0.133 0.087
H 21.81558 13.97190 24.18837 -0.033 -0.172 0.757
H 21.93460 14.98835 22.81051 -0.134 0.957 -0.206
H 24.81420 13.08358 19.33911 -0.072 -0.208 -0.566
H 24.86237 14.69778 18.60215 0.926 0.698 -0.252
H 23.45124 13.84340 18.39563 -0.669 -0.640 -0.001
H 21.60364 13.11816 20.52771 0.096 -0.013 0.165
C 13.38003 15.53694 19.59808 -0.772 0.833 -0.281
C 12.68525 16.61506 18.64477 -0.997 -0.778 2.369
C 11.09153 16.59784 18.87363 1.299 1.121 -0.398
C 10.68410 17.27088 20.18369 -0.538 0.885 -1.510
C 11.32596 18.67438 20.27529 0.222 -1.069 -1.242
C 12.89158 18.63566 20.17499 -0.467 0.482 1.086
N 13.20111 17.97183 18.93572 -0.761 -0.010 -1.077
O 14.58674 17.90654 18.87356 1.739 0.910 -2.781
C 13.28323 20.14439 20.10784 -0.802 -1.653 -2.074
C 13.61028 18.04496 21.43040 -0.493 0.165 0.380
C 12.91918 16.17789 17.22677 0.980 -0.511 -0.966
H 14.44706 15.69449 19.79090 -0.184 0.102 -0.622
H 13.20376 14.61559 19.06543 0.185 -0.658 0.342
H 12.94113 15.52245 20.59971 -0.311 -0.298 -0.371
H 10.61483 17.17974 18.07105 0.329 -0.019 -0.107
H 10.72001 15.59073 18.72833 0.047 -0.347 0.353
H 11.04851 16.69578 20.96892 0.418 -1.121 1.732
H 9.57162 17.31063 20.24190 0.753 0.093 0.110
H 11.03297 19.14008 21.19506 -0.161 0.485 0.453
H 10.96485 19.26968 19.38878 0.292 -0.328 0.948
H 12.72251 20.52811 19.23879 0.125 0.310 0.385
H 12.85977 20.56913 20.97990 0.249 0.879 0.959
H 14.32834 20.27329 19.87624 0.425 0.227 0.567
H 13.21813 18.58073 22.28071 -0.019 0.540 0.424
H 13.33054 17.04026 21.66687 -0.237 -0.693 -0.179
H 14.71022 18.06104 21.53087 -0.467 0.393 -0.764
H 12.43511 15.18113 17.07562 0.708 0.528 0.229
H 14.02875 16.13711 16.94265 -1.566 -0.049 0.368
H 12.37967 16.81056 16.53327 0.152 0.491 -0.245
H 14.77296 18.30607 17.94214 -0.164 -0.695 2.140
C 16.60541 12.67655 13.62290 -0.097 1.692 -1.785
C 15.34683 12.02029 13.10718 -0.528 -0.759 -0.044
C 14.46881 11.54147 14.28772 -0.568 -1.277 -1.102
C 13.61033 12.56991 15.00270 -0.480 -0.812 0.570
C 12.80822 13.36917 13.96382 0.355 0.632 0.463
C 13.74312 13.99123 12.87692 -0.117 0.202 -0.538
N 14.49029 12.84142 12.23376 0.236 1.398 -0.207
O 15.36890 13.41390 11.18285 -0.873 -0.517 0.438
C 12.79704 14.57392 11.77292 0.186 -1.187 0.476
C 14.65429 15.15512 13.43658 0.137 -0.038 -1.394
C 15.68295 10.78415 12.25086 0.516 -0.685 0.954
H 16.35512 13.52712 14.26779 0.469 -0.464 0.171
H 17.13301 13.07626 12.72371 -0.289 0.012 0.663
H 17.29341 11.97768 14.02210 0.418 -0.724 0.936
H 13.68641 10.86002 13.85961 0.780 0.173 0.095
H 15.14645 10.89136 14.87151 -0.533 0.522 0.328
H 14.17059 13.22731 15.64016 0.535 0.588 0.183
H 12.96993 12.00080 15.74145 0.289 0.656 -0.913
H 12.26378 14.19690 14.48865 0.406 -0.523 -0.548
H 12.05120 12.75724 13.45261 0.263 -0.017 0.165
H 13.29910 15.23765 11.09651 0.339 0.548 -0.139
H 12.40659 13.75475 11.14202 0.051 0.196 0.460
H 11.95879 15.06184 12.27191 0.048 0.202 -0.168
H 14.21237 16.13812 13.16402 -0.086 -0.564 0.742
H 14.91063 15.05943 14.49178 -0.310 0.198 0.013
H 15.61147 15.19494 12.87453 -0.491 -0.332 0.260
H 16.47815 10.91058 11.51031 -0.237 0.276 0.078
H 14.77156 10.45129 11.80680 -0.635 -0.026 -0.788
H 15.95493 9.90718 12.86576 0.281 0.511 0.110
H 15.07661 12.95832 10.37166 0.059 0.254 0.565
C 20.28890 13.04342 8.78817 -0.667 -0.029 -0.690
C 20.45902 14.32808 9.57646 -2.172 0.450 0.902
C 21.84679 14.90834 9.32380 -0.918 -0.058 -0.405
C 22.00895 16.35288 9.75346 0.525 -0.289 -0.974
C 20.98757 17.16644 8.97950 -0.728 -0.722 1.274
C 19.53961 16.75002 9.34547 -0.190 -0.686 -0.551
N 19.45665 15.30607 9.06488 0.319 -0.859 -0.460
O 18.16364 14.77224 9.26084 -0.130 0.434 -0.561
C 19.28698 17.10313 10.82494 -0.037 1.681 -0.611
C 18.50398 17.41446 8.38889 -0.168 1.611 2.241
C 20.18852 13.99974 11.08290 -0.483 -1.551 -1.276
H 20.99889 12.35364 9.16433 1.072 -0.809 0.206
H 20.48807 13.22976 7.72188 -0.185 -0.163 0.285
H 19.32332 12.50857 8.90584 0.337 0.832 -0.064
H 22.52088 14.24236 9.81092 0.932 -0.508 0.117
H 21.91288 14.84774 8.22652 0.608 0.013 0.270
H 23.02942 16.72464 9.49709 -0.580 -0.318 0.331
H 21.84839 16.46698 10.82103 0.254 -0.008 0.120
H 21.18415 17.17305 7.93081 -0.021 -0.265 -0.847
H 21.09337 18.14477 9.33419 0.006 1.958 0.281
H 20.19672 16.95118 11.41069 -0.632 0.004 0.214
H 19.03299 18.19537 10.88100 0.402 -0.827 0.024
H 18.41432 16.62292 11.24913 -0.068 -0.489 0.105
H 17.54446 17.57129 8.91675 0.174 -0.637 -0.212
H 18.76436 18.46945 8.20834 0.462 -0.324 -0.296
H 18.33139 16.89871 7.48319 0.071 -0.637 -0.874
H 20.86479 13.21816 11.36710 0.417 -0.731 0.136
H 19.17021 13.62469 11.39695 0.924 0.630 -0.689
H 20.49159 14.80502 11.64268 0.261 2.043 1.636
H 17.98736 14.68801 10.20407 0.064 0.123 0.404
C 19.13172 24.70616 11.57626 -0.260 1.328 0.419
C 19.50501 23.53698 10.72120 0.693 -1.584 0.605
C 19.49340 22.34798 11.73971 2.186 0.295 -1.382
C 19.53401 20.97324 11.07622 1.836 1.128 0.526
C 18.33328 20.88364 10.26826 -1.436 0.130 -1.760
C 18.27897 21.96169 9.14912 0.356 -0.126 0.147
N 18.38484 23.25674 9.85349 -1.376 0.170 -0.677
O 18.23088 24.32582 8.90300 -1.599 0.380 0.206
C 19.35382 21.80504 8.02292 0.423 -0.128 0.289
C 16.89043 21.84079 8.49746 1.180 -0.650 0.167
C 20.87295 23.69502 10.00482 -0.155 1.363 1.501
H 18.19031 24.48297 12.09482 0.129 0.228 -0.236
H 19.01672 25.57342 10.95403 -0.446 0.555 -0.386
H 19.83984 25.06018 12.33663 0.278 -0.725 -0.145
H 20.30382 22.57993 12.43392 0.144 -0.412 0.072
H 18.59587 22.45798 12.25632 -1.606 -0.038 1.086
H 19.63180 20.19129 11.81198 0.044 -0.381 0.236
H 20.38729 20.92054 10.37999 0.140 -0.172 0.460
H 17.46286 21.09171 10.90587 -0.118 -0.517 -0.257
H 18.27544 19.93046 9.73561 -0.383 -0.083 0.320
H 20.20273 21.13971 8.23282 -0.250 -0.025 0.499
H 18.92729 21.36566 7.11979 -0.145 0.410 -0.084
H 19.82916 22.77979 7.83958 -0.535 -0.328 -0.406
H 16.76728 20.81184 8.12500 0.003 0.475 -0.149
H 16.11340 22.04806 9.17461 -0.967 0.030 1.349
H 16.76512 22.58009 7.75201 0.082 0.450 -1.311
H 20.85927 24.54704 9.30736 -0.137 -0.500 -0.036
H 21.18325 22.78289 9.54450 0.288 -0.393 -0.398
H 21.61830 23.98399 10.78199 -0.344 -0.347 -0.445
H 17.27097 24.60923 9.02013 1.932 -0.525 -0.137
C 17.04877 25.41813 18.02442 -0.602 0.236 -0.849
C 17.36907 23.90175 18.02712 -1.185 -0.132 -0.549
C 18.86520 23.66862 18.14077 1.284 1.360 -0.202
C 19.44661 23.69340 19.57719 -0.756 0.464 -0.925
C 18.66013 22.73328 20.42021 -0.043 0.274 -0.438
C 17.19199 23.16494 20.45504 -1.135 -1.416 1.648
N 16.64795 23.18729 19.14148 1.246 -0.836 -2.692
O 15.27087 23.48301 19.10142 0.469 1.342 0.103
C 16.48571 22.01877 21.25758 -0.325 1.126 0.808
C 16.89230 24.46883 21.16966 0.510 0.862 1.557
C 16.83187 23.28061 16.65702 1.754 0.380 2.400
H 17.61735 25.99846 17.18899 -1.306 -1.171 1.185
H 17.38611 25.85925 18.96189 -0.184 0.124 -0.007
H 15.90198 25.47686 17.95622 1.799 0.487 -0.077
H 19.15570 22.79654 17.56682 0.026 -0.570 0.326
H 19.40452 24.50156 17.60197 -0.726 -0.656 0.257
H 19.36423 24.74138 19.94911 0.382 -0.775 -0.071
H 20.46807 23.36080 19.52623 0.662 0.263 0.053
H 19.03350 22.71323 21.44641 -0.023 -0.192 0.012
H 18.77496 21.72979 19.93504 -0.368 0.561 0.658
H 16.94023 22.00922 22.25677 -0.074 -0.001 -0.087
H 15.41752 22.25442 21.43333 0.424 -0.276 -0.240
H 16.61594 21.02262 20.86244 -0.036 -0.196 -0.565
H 15.96349 24.93490 20.85734 -0.253 -0.364 -0.190
H 16.83552 24.39476 22.28362 0.147 -0.208 -0.771
H 17.64831 25.21737 20.96587 0.293 0.161 0.023
H 17.14472 22.23509 16.63942 0.324 0.116 -0.439
H 17.22214 23.92940 15.88451 -0.122 -0.314 -0.568
H 15.78659 23.25684 16.74537 -1.525 0.345 -0.362
H 14.87374 22.64862 19.27779 -0.650 -1.152 0.011
C 20.29061 16.21398 17.82294 -0.953 1.160 1.345
C 20.40420 16.55846 16.36541 0.595 1.323 1.002
C 19.18898 16.30922 15.54738 -1.956 -0.216 -0.453
C 17.99467 17.35324 15.62288 1.193 -0.809 0.396
C 18.51573 18.79036 15.55552 1.471 -0.360 0.689
C 19.78420 19.05621 16.46619 -0.701 -0.313 -1.187
N 20.74801 18.01193 16.08054 -1.984 -0.776 -1.238
O 21.91966 18.36583 16.66773 2.811 -0.187 0.929
C 20.45332 20.42440 16.12783 -1.072 -0.279 1.245
C 19.46802 19.05428 17.95109 0.057 0.499 0.342
C 21.57119 15.71329 15.86798 -0.565 -0.726 0.209
H 20.54421 15.18320 17.96399 -0.473 -0.790 0.230
H 19.33560 16.51915 18.33459 0.991 -0.852 -0.830
H 21.05975 16.73690 18.37579 0.353 0.234 0.116
H 19.61096 16.22178 14.57199 -0.247 0.515 -1.396
H 18.75068 15.30917 15.66877 0.265 0.065 0.600
H 17.36671 17.16393 16.50708 0.505 0.152 0.208
H 17.30441 17.10299 14.82118 0.083 0.268 -0.422
H 17.78593 19.50284 15.84960 -0.929 0.680 0.183
H 18.84238 19.01659 14.55254 -0.009 0.081 -0.535
H 19.67228 21.17264 16.17510 -0.391 0.228 -0.338
H 21.12481 20.73416 16.93919 0.203 -0.317 -0.371
H 20.92438 20.46632 15.16760 0.319 -0.121 -0.517
H 19.17981 20.07823 18.24278 -0.011 -0.404 0.119
H 18.71233 18.34519 18.29518 -0.090 0.278 -0.382
H 20.39743 18.78198 18.44896 0.002 0.285 0.366
H 21.74251 15.98764 14.80232 0.755 -0.256 0.812
H 21.14162 14.69480 15.90022 0.437 0.189 -0.347
H 22.39252 15.67209 16.65246 -0.463 0.451 -1.502
H 22.58806 17.97011 16.08417 0.016 0.213 0.310
C 22.78209 20.23841 12.62228 0.399 0.205 0.264
C 22.53204 18.74854 12.56564 -1.466 1.487 1.689
C 23.59433 18.06084 13.34870 0.612 -0.764 -0.415
O 21.18391 18.47920 13.11331 1.275 -0.066 -0.146
H 23.74653 20.51393 12.18131 -0.147 -0.072 -0.059
H 22.78146 20.59670 13.65117 0.070 -0.056 0.210
H 21.99096 20.74864 12.12223 -0.486 0.500 -0.501
H 22.41938 18.50274 11.55556 0.205 -0.879 -1.543
H 24.62968 18.37163 13.12488 -0.477 -0.267 -0.434
H 23.48160 16.97898 13.31164 0.227 -0.088 0.101
H 23.46410 18.41602 14.34343 -0.147 0.060 1.203
H 21.21112 18.45819 14.09441 -0.083 -0.116 -0.260
C 13.42509 19.36014 14.74046 -0.298 1.431 -0.066
C 13.55672 20.42999 15.82634 -1.438 0.168 -0.686
C 12.20978 21.14262 16.10420 0.963 0.210 -1.889
O 14.03311 19.89563 17.02562 0.389 -0.514 1.347
H 12.53807 18.78748 14.86571 -0.651 -0.851 0.235
H 14.30991 18.78484 14.76166 0.869 -1.030 0.038
H 13.37053 19.81325 13.74815 -0.040 0.171 0.048
H 14.31988 21.08338 15.45139 0.412 0.817 0.113
H 12.30744 21.98967 16.75742 0.122 0.411 0.289
H 11.62042 20.39970 16.55757 -1.115 -0.944 0.819
H 11.67178 21.43714 15.17258 0.552 -0.065 0.588
H 13.33756 19.68969 17.70097 0.420 0.000 -1.133
C 19.53712 11.08183 21.28222 0.428 -0.355 0.467
C 18.62552 12.20525 20.77837 0.654 0.609 1.192
C 17.67882 12.67627 21.86345 -0.467 -1.312 0.465
O 19.40492 13.29424 20.26365 -0.107 1.079 1.023
H 20.33204 10.95885 20.56795 0.438 -0.073 -0.412
H 19.09059 10.06432 21.39553 -0.189 0.977 -0.083
H 20.05998 11.31951 22.24332 -0.639 0.069 -0.627
H 18.08421 11.93583 19.92604 -1.141 -1.262 -1.126
H 17.39745 11.80326 22.46087 -0.368 -0.071 -0.238
H 16.77762 13.18612 21.56712 -0.324 0.117 -0.580
H 18.12106 13.28874 22.60557 1.044 0.898 0.544
H 19.02016 14.12054 20.66423 0.950 -0.754 -0.691
C 17.44642 16.87818 20.19575 0.317 0.721 -0.071
C 18.71664 17.21777 20.94943 -0.551 -1.551 0.478
C 18.46185 17.80653 22.33162 0.904 -2.057 0.796
O 19.40681 15.90510 21.11424 0.295 2.160 0.489
H 16.83765 17.76238 20.02652 -0.129 0.154 0.088
H 16.85133 16.14907 20.72625 -0.116 -0.269 0.209
H 17.71023 16.50174 19.21765 -0.151 -0.370 -0.207
H 19.34820 17.87346 20.35556 0.169 0.038 -0.082
H 19.39598 18.13912 22.78602 0.034 0.519 -0.117
H 18.15555 16.98555 23.03642 -0.140 0.577 -0.803
H 17.71572 18.55572 22.34551 -0.637 0.986 -0.054
H 20.16583 16.16567 21.67600 -0.265 -0.821 -0.421
C 25.20971 19.49699 16.92986 1.347 -2.134 2.647
C 25.03951 18.11660 17.70492 1.325 0.634 -1.066
C 26.33393 17.73589 18.43218 -0.408 0.141 0.239
O 24.02740 18.14744 18.65595 -0.261 0.499 0.613
H 26.14846 19.32325 16.40717 -0.070 0.679 -0.399
H 25.29766 20.27131 17.71134 0.094 -0.112 -0.535
H 24.39154 19.66570 16.30634 -1.243 0.487 -1.205
H 24.78169 17.34070 16.97652 0.181 -0.158 -0.323
H 26.62462 18.61581 19.03053 -0.026 -0.465 0.088
H 27.18188 17.49620 17.77746 -0.400 -0.028 -0.012
H 26.10050 16.87135 19.08725 0.406 0.587 -0.359
H 23.31469 18.59042 18.19954 -0.920 0.065 0.172
C 22.96222 18.86175 23.03669 -0.188 0.643 0.345
C 22.32711 20.20120 22.68537 -1.825 -1.236 0.252
C 21.68214 20.35692 21.32509 0.159 1.980 -0.859
O 21.27672 20.34167 23.69608 0.245 0.022 0.028
H 23.80312 18.58578 22.44238 0.363 -0.203 -1.044
H 22.23820 18.05672 23.12842 -0.123 -0.034 -0.242
H 23.41086 19.00601 24.00041 0.013 -0.071 0.852
H 23.03085 20.98022 22.84008 0.810 0.763 0.085
H 21.46466 21.47356 21.18606 0.223 -1.389 0.012
H 20.74112 19.86315 21.22581 -0.827 -0.559 0.378
H 22.22818 20.02874 20.43542 0.542 0.082 0.376
H 20.53229 20.89596 23.41897 0.556 -0.071 -0.284
```
Forces are in eV/Å.

Properties
LUMO level in eV: 0.4168
Orbital gap in eV: 8.50
Highest occupied orbital energy in eV: -8.1
Largest force on an atom in eV/A: 3.7